(1)
# C5H10N3OS

An isolated ion of composition C5H10N3OS and charge +1 (ωB97M-V with the def2-TZVPD basis set, the Open Molecules 2025 dataset).

Properties
HOMO-LUMO gap (spin up / spin down) = 0.257 / 0.251 hartree
LUMO level (spin up / spin down) = -3.51 / -7.50 eV
net charge = +1
multiplicity = 3
<S²> = 2.025

Geometry as XYZ:
```
20
Properties=species:S:1:pos:R:3:forces:R:3
C -0.108 -1.375 0.037 0.051 -0.701 -0.853
C -1.963 -0.049 -0.147 1.847 -2.265 0.461
C 0.417 -0.273 0.984 3.613 -1.287 -0.829
C 0.670 -2.590 -0.544 -1.820 -0.624 3.448
C 2.111 2.537 -0.214 -1.550 -1.171 1.538
N -1.311 -1.236 -0.415 -0.803 1.570 0.428
N 0.415 1.013 0.330 -1.652 0.486 -1.128
N -3.282 -0.015 -0.137 -4.133 1.146 0.649
O 1.428 1.269 -0.552 0.240 0.175 0.119
S -1.119 1.504 -0.227 0.788 0.347 -0.050
H -0.061 -0.174 1.937 -0.773 -0.152 0.335
H 1.520 -0.481 1.170 -1.311 0.175 -0.040
H 0.605 -3.502 0.192 0.164 1.676 -1.290
H 1.677 -2.363 -0.696 1.646 0.339 -0.334
H 0.157 -2.849 -1.438 -0.207 -0.269 -0.721
H 2.113 2.479 0.886 1.212 0.597 -0.517
H 1.539 3.362 -0.516 -1.508 1.079 -0.274
H 2.954 2.654 -0.831 1.632 -0.750 -0.079
H -3.954 -0.760 0.128 1.583 -0.131 -0.517
H -3.808 0.850 0.054 0.981 -0.240 -0.347
```
Positions in Å, forces in eV/Å.

(2)
# C5H14N2O

A 2-piece molecular cluster, C5H14N2O overall (ωB97M-V with the def2-TZVPD basis set, the Open Molecules 2025 dataset).

Properties
HOMO-LUMO gap (spin up / spin down) = 0.086 / 0.334 hartree
LUMO level (spin up / spin down) = 3.59 / 3.68 eV
net charge = -1
multiplicity = 2
<S²> = 0.750

Geometry as XYZ:
```
22
Properties=species:S:1:pos:R:3:forces:R:3
C -2.126 -2.340 1.546 2.369 1.214 0.892
C -1.482 -0.875 1.465 -1.079 -1.420 0.304
C 0.020 -0.898 1.645 0.836 -2.596 0.040
C 0.803 -1.116 0.326 0.930 3.824 0.712
N 0.855 0.228 -0.347 -1.156 -0.308 -0.253
C 1.659 0.576 -1.387 0.631 -0.294 1.274
N 2.141 1.704 -1.719 0.292 0.240 -0.908
H -2.153 -2.660 0.521 -1.106 -0.649 -0.253
H -1.390 -2.990 2.044 -0.074 0.086 -0.191
H -2.952 -2.368 2.249 -0.822 -0.039 -0.791
H -1.982 -0.263 2.223 0.233 0.200 -0.136
H -1.769 -0.508 0.473 0.201 0.400 0.298
H 0.366 -1.831 2.152 -0.931 0.057 0.098
H 0.392 -0.240 2.425 0.386 1.092 -0.841
H 1.874 -1.198 0.556 -0.289 -1.416 0.061
H 0.325 -1.870 -0.281 0.173 -0.344 -0.125
H 0.461 0.948 0.234 0.073 0.400 -0.151
H 2.065 -0.298 -1.887 -0.190 -0.179 -0.392
H 1.870 2.516 -1.177 -0.451 -0.248 0.353
H 0.831 4.651 -3.102 0.101 -0.105 -0.033
H -0.334 4.212 -3.939 -0.528 -0.342 0.016
O 0.525 4.617 -4.017 0.401 0.426 0.025
```
Positions in Å, forces in eV/Å.

(3)
# C10H14F15KN3O12S5

C10H14F15KN3O12S5 as an isolated structure (ωB97M-V with the def2-TZVPD basis set, the Open Molecules 2025 dataset).

Properties
HOMO-LUMO gap = 0.217 hartree
LUMO level = -0.28 eV
net charge = -1

Geometry as XYZ:
```
60
Properties=species:S:1:pos:R:3:forces:R:3
K -1.905 1.714 -0.554 -0.381 -0.060 -0.105
C -3.533 -3.970 -4.914 2.514 1.965 -0.616
F -3.365 -5.261 -5.201 -0.208 -0.197 0.589
F -3.946 -3.386 -6.046 -0.106 0.064 -0.270
F -4.436 -3.750 -4.005 -1.142 -0.630 0.862
S -1.854 -3.086 -4.293 -0.272 1.681 1.782
O -2.052 -2.820 -2.835 -0.445 -0.299 -1.799
O -0.864 -4.114 -4.484 0.437 -0.507 -0.814
O -1.691 -1.829 -5.059 -0.529 -1.941 0.483
C 4.763 -3.663 -0.805 -0.584 0.698 -0.170
N 5.852 -3.502 0.194 0.547 -2.039 2.109
C 5.390 -4.260 1.446 -0.587 1.731 -0.298
C 7.022 -4.326 -0.321 -0.658 2.348 0.481
C 6.253 -2.038 0.552 -0.646 -0.207 -0.976
C 5.285 -1.286 1.529 -0.207 -0.499 -1.689
O 4.014 -1.110 0.849 1.301 -0.510 0.399
H 4.360 -4.670 -0.917 0.822 -0.424 0.412
H 5.215 -3.385 -1.758 -0.681 0.469 -0.067
H 3.883 -3.133 -0.442 0.302 0.740 -0.600
H 5.452 -5.328 1.241 -0.629 0.251 0.063
H 4.435 -3.746 1.559 -0.633 -1.259 0.459
H 5.909 -4.013 2.372 0.705 0.040 -0.437
H 7.369 -3.653 -1.105 0.770 -0.797 -0.305
H 6.605 -5.272 -0.667 0.499 0.097 0.062
H 7.670 -4.340 0.556 0.493 -0.589 -0.573
H 6.357 -1.585 -0.433 -0.796 0.465 -0.045
H 7.303 -1.984 0.840 -0.141 -0.696 0.858
H 5.751 -0.326 1.752 0.039 -0.008 0.038
H 5.166 -1.858 2.449 0.005 0.126 0.095
H 3.486 -0.463 1.324 -0.092 0.140 0.197
C -4.435 5.228 -2.983 -1.211 -1.068 -0.295
F -3.938 5.469 -1.795 0.306 0.177 1.137
F -4.301 6.352 -3.697 0.340 -0.960 -0.310
F -3.773 4.141 -3.460 0.357 1.139 -0.515
S -6.248 4.732 -2.980 -0.891 0.681 1.981
O -6.931 5.886 -2.403 1.172 -1.446 0.686
O -6.635 4.514 -4.325 0.765 -0.498 -1.485
N -6.126 3.238 -2.074 -1.356 2.103 -1.867
S -7.307 2.359 -2.787 -2.284 -1.004 -0.068
O -8.555 3.047 -3.115 1.022 -0.223 1.468
O -6.912 1.495 -3.863 0.995 -0.469 0.663
C -7.870 1.099 -1.307 2.565 2.171 1.434
F -6.743 0.424 -0.742 -1.714 1.586 -0.513
F -8.527 1.848 -0.308 1.342 -1.598 -1.559
F -8.633 0.159 -1.718 -1.192 -0.605 -0.634
C -0.895 0.121 4.724 -1.391 2.071 -0.113
F 0.127 -0.518 5.231 0.526 -0.178 -0.121
F -1.005 -0.032 3.412 0.612 -0.734 -1.039
F -2.023 -0.377 5.239 0.338 0.265 0.387
S -0.845 2.047 4.971 -1.436 0.172 1.811
O -2.125 2.605 4.616 0.176 -0.968 -0.772
O -0.585 2.169 6.411 0.892 -0.658 -2.169
N 0.273 2.562 3.790 -1.995 -1.547 1.886
S 1.011 3.688 4.563 3.997 3.665 2.042
O 0.279 4.634 5.412 0.288 -1.386 -1.639
O 2.283 3.250 5.160 -1.244 0.206 -1.136
C 1.533 4.818 3.068 0.417 1.725 1.613
F 1.803 4.134 1.983 -0.186 -0.563 -0.959
F 0.569 5.730 2.859 -0.292 -0.833 -0.463
F 2.638 5.624 3.289 -0.619 -1.379 0.424
```
Positions in Å, forces in eV/Å.

(4)
# C5H3N

A 2-piece molecular cluster, C5H3N overall (ωB97M-V with the def2-TZVPD basis set, the Open Molecules 2025 dataset).

Properties
HOMO-LUMO gap (spin up / spin down) = 0.274 / 0.232 hartree
LUMO level (spin up / spin down) = 0.84 / -2.91 eV
multiplicity = 3
<S²> = 2.023

Geometry as XYZ:
```
9
Properties=species:S:1:pos:R:3:forces:R:3
C -0.520 -1.765 0.219 -1.553 -6.488 -1.299
C -0.239 0.782 -0.407 -2.183 -2.596 -4.424
C 2.727 -0.135 -0.730 -0.657 1.146 -1.502
C -0.144 -0.621 0.331 1.843 10.485 0.571
C 0.320 0.743 0.731 1.826 -1.252 4.484
N 2.764 -1.165 -0.258 0.550 -1.400 0.920
H -0.431 -2.811 0.191 -0.245 -0.660 0.405
H -0.511 1.010 -1.428 -0.131 0.633 0.385
H 2.439 0.677 -1.373 0.548 0.131 0.459
```
Positions in Å, forces in eV/Å.

(5)
# CH2F2NO2S

A 2-piece molecular cluster, CH2F2NO2S overall (ωB97M-V with the def2-TZVPD basis set, the Open Molecules 2025 dataset).

Properties
HOMO-LUMO gap = 0.318 hartree
LUMO level = 3.99 eV
net charge = -1

Geometry as XYZ:
```
9
Properties=species:S:1:pos:R:3:forces:R:3
C 2.803 -0.094 -0.304 -0.250 -1.707 -1.318
N 0.041 0.226 0.359 0.990 0.781 0.035
O 1.878 1.423 1.592 0.249 -0.425 -0.388
O 1.244 2.193 -0.652 0.110 -0.385 -0.210
F 3.426 0.555 -1.298 -0.155 -0.188 0.130
F 1.623 -1.239 -1.380 1.058 1.458 1.106
S 1.512 1.076 0.232 -1.974 1.120 0.914
H -0.340 0.231 -0.577 0.011 -0.249 -0.237
H 0.299 -0.725 0.580 -0.038 -0.405 -0.032
```
Positions in Å, forces in eV/Å.

(6)
# C3H3N4S

A 2-piece molecular cluster, C3H3N4S overall (ωB97M-V with the def2-TZVPD basis set, the Open Molecules 2025 dataset).

Properties
HOMO-LUMO gap (spin up / spin down) = 0.262 / 0.265 hartree
LUMO level (spin up / spin down) = 2.75 / 2.76 eV
net charge = -1

Geometry as XYZ:
```
11
Properties=species:S:1:pos:R:3:forces:R:3
C 0.590 0.670 2.930 0.605 0.318 -0.928
C -1.540 0.507 1.140 0.492 -2.351 0.576
C -1.597 1.826 0.664 -0.263 3.221 -0.832
N 1.898 0.685 2.490 -2.760 -1.106 -2.047
N 0.426 1.107 4.195 0.227 -1.128 -2.646
N 2.569 1.077 3.524 -1.059 0.238 1.058
N 1.689 1.298 4.476 2.240 1.665 4.007
S -2.178 -0.845 0.687 -0.147 -0.544 -0.010
H -2.628 2.241 0.801 0.611 -0.334 0.192
H -1.411 2.019 -0.439 0.150 -0.629 1.162
H -0.906 2.374 1.309 -0.097 0.649 -0.532
```
Positions in Å, forces in eV/Å.

(7)
# C14H7AuINO6

C14H7AuINO6 as an isolated structure (ωB97M-V with the def2-TZVPD basis set, the Open Molecules 2025 dataset).

Properties
HOMO-LUMO gap (spin up / spin down) = 0.237 / 0.099 hartree
LUMO level (spin up / spin down) = -1.61 / -6.07 eV
multiplicity = 3
<S²> = 2.022

Geometry as XYZ:
```
30
Properties=species:S:1:pos:R:3:forces:R:3
Au -0.025 0.170 0.216 1.430 0.389 0.292
O 2.101 3.421 -1.483 0.043 0.653 -0.643
C 1.620 2.438 -0.967 1.674 -0.094 1.642
O 0.589 1.792 -1.256 -1.776 -0.699 -0.665
C 2.398 1.876 0.272 -0.322 0.933 -1.217
C 3.537 2.475 0.782 -0.062 -0.251 0.185
C 4.120 1.922 1.915 -0.226 -0.020 -0.166
C 3.544 0.792 2.482 -0.116 -0.022 -0.105
C 2.404 0.263 1.902 -0.211 -0.807 0.629
N 1.863 0.804 0.822 0.113 -0.132 0.271
C 1.632 -0.960 2.469 1.330 1.334 -0.060
O 2.106 -1.488 3.449 0.073 -0.541 0.552
O 0.583 -1.245 1.835 -1.525 -0.613 -0.519
H 3.913 3.361 0.293 0.002 0.024 -0.067
H 4.995 2.377 2.358 0.051 -0.022 0.010
H 3.929 0.317 3.371 0.015 -0.058 0.029
I -8.828 1.383 0.004 1.304 -0.541 0.009
C -6.857 0.623 0.001 -2.042 0.881 0.018
C -5.798 1.517 0.002 1.621 0.703 -0.059
C -4.508 1.024 -0.006 -1.041 1.491 0.166
C -4.290 -0.348 -0.028 1.276 -0.524 -0.125
C -5.356 -1.238 -0.006 -1.733 -0.371 0.058
C -6.651 -0.748 0.003 0.725 -1.638 -0.020
C -2.854 -0.873 -0.072 0.179 0.044 -0.209
O -2.655 -2.064 0.014 -0.354 -0.387 0.193
O -2.018 0.077 -0.206 -0.556 0.360 -0.160
H -5.963 2.584 0.004 -0.088 0.019 -0.015
H -3.663 1.695 -0.009 0.099 -0.029 0.001
H -5.170 -2.301 -0.001 0.148 -0.050 -0.016
H -7.491 -1.426 0.006 -0.033 -0.031 -0.010
```
Positions in Å, forces in eV/Å.

(8)
# C4H8N5O

A 2-piece molecular cluster, C4H8N5O overall (ωB97M-V with the def2-TZVPD basis set, the Open Molecules 2025 dataset).

Properties
HOMO-LUMO gap (spin up / spin down) = 0.147 / 0.147 hartree
LUMO level (spin up / spin down) = -7.89 / -7.89 eV
net charge = +1

Geometry as XYZ:
```
18
Properties=species:S:1:pos:R:3:forces:R:3
C -2.428 0.546 -0.184 -0.222 3.624 2.108
C -2.615 -1.471 -1.068 -1.799 -1.505 -0.169
C 2.931 0.782 0.747 -2.536 0.880 -5.956
C -3.341 -0.195 -1.027 1.844 -1.219 -0.944
N -1.108 0.448 -0.101 -1.543 0.017 0.085
N -1.381 -1.570 -0.902 3.604 0.483 -0.162
N 3.311 1.897 0.025 1.847 3.329 2.193
N 2.135 -0.095 0.266 0.130 -1.476 3.238
N -0.666 -0.455 -0.887 -0.032 -1.033 -0.518
O 3.500 0.688 1.862 1.747 0.696 3.212
H -2.808 1.383 0.419 0.073 -0.367 -0.181
H -3.029 -2.439 -1.093 -1.312 -0.807 -0.142
H -4.377 -0.315 -0.804 -0.667 0.142 1.003
H -3.399 0.195 -2.026 0.164 0.721 -0.930
H 2.690 2.434 -0.612 0.454 -1.283 0.904
H 3.848 2.592 0.698 -1.356 -1.809 -2.186
H 1.882 -0.117 -0.664 -0.187 0.789 -2.161
H 3.256 -0.140 2.247 -0.210 -1.182 0.604
```
Positions in Å, forces in eV/Å.